(1)
# C25H69Cl2N3O11

9 unconnected molecules or ions with the total composition C25H69Cl2N3O11 (ωB97M-V with the def2-TZVPD basis set, the OMol25 dataset).

Results
* relative energy (zero: lowest compared OMol25 entry of this formula, charge and spin): 104.0 kJ/mol
* SMILES string: COCCNCCOC.COCCNCCOC.COCCNCCOC.ClCCCl.CO.CO.CO.CO.CO
* max |F|: 0.058 hartree/bohr
* DFT total energy: -2905.84864 hartree
* Kohn-Sham gap: 9.12 eV
* LUMO level: 0.01615 Ha

Last column: Mulliken charge in e.
Atoms and positions in Å:
1 C -2.951 -1.949 -4.768  -0.653
2 O -1.572 -1.936 -4.958  -0.243
3 C -0.897 -0.752 -5.266  -0.020
4 C 0.644 -0.916 -5.171  -0.874
5 N 1.275 -1.794 -6.115  -0.197
6 C 0.914 -1.730 -7.531  -0.515
7 C 1.858 -2.620 -8.324  -0.630
8 O 1.639 -3.974 -7.912  -0.271
9 C 2.082 -4.998 -8.828  -0.787
10 H -3.562 -2.324 -5.590  0.299
11 H -3.383 -0.974 -4.544  0.222
12 H -3.191 -2.592 -3.922  0.088
13 H -1.221 -0.022 -4.524  0.047
14 H -1.131 -0.270 -6.215  0.441
15 H 0.841 -1.469 -4.253  0.235
16 H 1.026 0.104 -5.135  0.323
17 H 1.325 -2.780 -5.902  0.312
18 H 1.201 -0.733 -7.864  0.320
19 H -0.126 -1.939 -7.782  0.283
20 H 2.901 -2.366 -8.134  0.323
21 H 1.610 -2.544 -9.382  0.425
22 H 3.167 -5.058 -8.745  0.315
23 H 2.001 -4.790 -9.895  0.301
24 H 1.686 -5.950 -8.475  0.234
25 C -0.552 -2.929 -1.510  -0.725
26 O -0.495 -1.537 -1.043  -0.417
27 C 0.862 -1.086 -0.875  -0.471
28 C 0.680 0.367 -0.251  -0.565
29 N 0.189 0.479 1.127  -0.338
30 C -0.102 1.879 1.486  0.100
31 C -1.163 2.659 0.664  -0.236
32 O -1.382 3.891 1.265  -0.289
33 C -2.129 4.803 0.453  -0.759
34 H -1.562 -3.289 -1.316  0.200
35 H 0.154 -3.661 -1.117  0.320
36 H -0.432 -2.890 -2.593  0.139
37 H 1.441 -1.175 -1.795  0.431
38 H 1.359 -1.787 -0.205  0.064
39 H -0.082 0.793 -0.904  0.041
40 H 1.564 0.965 -0.472  0.537
41 H -0.742 0.086 1.138  0.435
42 H 0.873 2.366 1.483  -0.085
43 H -0.305 1.924 2.556  -0.136
44 H -2.109 2.117 0.660  0.070
45 H -0.959 2.789 -0.398  0.503
46 H -3.140 4.487 0.194  0.231
47 H -1.480 5.089 -0.374  0.324
48 H -2.167 5.818 0.847  0.345
49 C 1.176 0.180 10.290  -0.843
50 O 0.635 1.007 9.237  -0.305
51 C 1.501 1.081 8.077  -0.618
52 C 0.857 2.161 7.138  -0.552
53 N 1.715 2.494 6.026  -0.327
54 C 0.909 3.058 4.891  -0.112
55 C 0.272 4.487 5.126  -0.760
56 O 1.298 5.347 5.478  -0.262
57 C 0.951 6.651 5.419  -0.878
58 H 0.768 0.497 11.250  0.297
59 H 2.224 0.376 10.515  0.327
60 H 1.029 -0.900 10.324  0.306
61 H 1.824 0.106 7.714  0.393
62 H 2.469 1.516 8.328  0.366
63 H 0.525 3.038 7.695  0.252
64 H -0.043 1.578 6.942  0.222
65 H 2.406 3.169 6.322  0.247
66 H 0.219 2.276 4.572  0.555
67 H 1.686 3.215 4.143  -0.257
68 H -0.345 4.445 6.023  0.387
69 H -0.349 4.733 4.265  0.505
70 H 0.025 6.903 5.937  0.348
71 H 0.761 7.092 4.441  0.311
72 H 1.695 7.235 5.960  0.280
73 Cl -5.951 -7.903 -3.229  -0.179
74 C -5.035 -6.548 -3.677  -0.410
75 C -3.778 -6.661 -2.762  -0.603
76 Cl -2.822 -5.223 -2.957  -0.084
77 H -5.568 -5.653 -3.355  0.268
78 H -4.879 -6.402 -4.746  0.347
79 H -3.240 -7.525 -3.152  0.347
80 H -4.053 -6.664 -1.707  0.318
81 C 3.292 0.512 2.798  -0.552
82 O 3.601 1.503 3.803  -0.535
83 H 2.562 0.721 2.016  0.057
84 H 4.119 0.469 2.089  0.386
85 H 3.117 -0.526 3.082  0.246
86 H 2.866 1.674 4.396  0.504
87 C 3.121 -4.307 1.890  -0.271
88 O 2.978 -5.473 2.723  -0.529
89 H 3.861 -4.672 1.178  0.261
90 H 2.235 -3.973 1.351  0.008
91 H 3.490 -3.445 2.445  0.202
92 H 3.699 -6.077 2.529  0.321
93 C -3.595 -0.747 0.152  -0.753
94 O -2.676 0.002 -0.674  0.062
95 H -3.192 -1.724 0.419  0.302
96 H -3.879 -0.140 1.012  0.254
97 H -4.538 -0.832 -0.389  0.211
98 H -1.858 -0.496 -0.743  0.381
99 C -3.329 2.241 -3.197  -0.266
100 O -3.008 2.627 -1.926  -0.442
101 H -4.401 2.364 -3.352  0.279
102 H -2.646 2.888 -3.748  0.257
103 H -3.077 1.210 -3.444  -0.146
104 H -3.082 1.916 -1.285  0.203
105 C 2.730 4.494 0.737  -0.338
106 O 3.455 4.993 1.869  -0.567
107 H 3.183 5.015 -0.106  0.360
108 H 3.033 3.462 0.556  0.177
109 H 1.651 4.601 0.854  0.053
110 H 2.951 4.770 2.655  0.290



(2)
# C4H4N4O3S

2 unconnected molecules or ions with the total composition C4H4N4O3S (ωB97M-V with the def2-TZVPD basis set, the OMol25 dataset).

Results
* relative energy (zero: lowest compared OMol25 entry of this formula, charge and spin): 232.1 kJ/mol
* max |F|: 0.122 hartree/bohr
* DFT total energy: -997.49900 hartree
* Kohn-Sham gap: 8.29 eV
* LUMO level: -0.03723 Ha

Last column: Mulliken charge in e.
Atoms and positions in Å:
1 C 0.938 1.798 -0.906  -0.014
2 C -1.572 -0.901 0.471  0.462
3 C 1.169 0.739 -1.473  0.170
4 C -0.467 -1.520 0.898  0.257
5 N -2.462 -0.610 -0.250  0.024
6 N 1.422 -0.408 -2.013  -0.387
7 N -0.294 -1.540 2.300  -0.390
8 N 0.749 2.820 -0.023  0.742
9 O 0.310 -2.020 0.094  -0.687
10 O 0.517 2.457 1.132  -0.525
11 O 0.832 3.980 -0.450  -0.530
12 S -3.678 -0.282 -1.047  -0.130
13 H 1.633 -0.425 -2.963  0.198
14 H 1.323 -1.268 -1.284  0.391
15 H -0.902 -0.920 2.744  0.202
16 H 0.483 -1.900 2.769  0.217



(3)
# C16H16N6O9

C16H16N6O9 in the gas phase (ωB97M-V with the def2-TZVPD basis set, the OMol25 dataset).

Results
* relative energy (zero: lowest compared OMol25 entry of this formula, charge and spin): 0.0 kJ/mol
* SMILES string: N#CC[C@H]1[C@H]2C=C([N+](=O)[O-])O[C@@]2(/C=N/N2CCOC2=O)O[C@]1(O)/C=N/N1CCOC1=O
* max |F|: 0.120 hartree/bohr
* DFT total energy: -1624.71595 hartree
* Kohn-Sham gap: 8.14 eV
* LUMO level: -0.04536 Ha

Last column: Mulliken charge in e.
Atoms and positions in Å:
1 N 1.290 -4.842 1.146  -0.533
2 C 1.374 -3.847 0.531  -0.040
3 C 1.818 -2.596 -0.063  -0.468
4 C 0.779 -1.497 -0.016  0.029
5 C 1.037 -0.331 0.915  -0.370
6 C 2.491 -0.065 1.240  -0.949
7 C 2.882 1.099 0.488  -0.041
8 N 4.163 1.694 0.407  0.980
9 O 4.237 2.901 0.248  -0.568
10 O 5.082 0.934 0.575  -0.565
11 O 1.874 1.605 -0.249  -0.480
12 C 0.677 0.941 0.165  1.785
13 C -0.298 1.964 0.796  -1.402
14 N 0.062 3.257 1.035  -0.245
15 N -0.696 4.138 1.783  0.222
16 C 0.062 5.368 1.960  -0.411
17 C -0.356 5.721 3.399  -0.226
18 O -1.320 4.720 3.767  -0.391
19 C -1.529 3.845 2.793  0.527
20 O -2.424 3.065 2.801  -0.559
21 O 0.206 0.417 -1.077  -0.575
22 C 0.670 -0.829 -1.358  0.857
23 O 1.918 -0.644 -2.058  -0.726
24 C -0.288 -1.572 -2.273  -1.253
25 N -1.489 -1.914 -1.875  -0.312
26 N -2.268 -2.854 -2.439  0.247
27 C -3.499 -3.258 -1.758  -0.539
28 C -4.041 -4.414 -2.597  -0.273
29 O -2.958 -4.750 -3.556  -0.362
30 C -1.973 -3.814 -3.411  0.499
31 O -1.018 -3.825 -4.100  -0.524
32 H 2.835 -2.355 0.104  0.727
33 H 1.796 -2.802 -1.080  0.383
34 H -0.214 -1.884 0.270  0.707
35 H 0.495 -0.432 1.840  0.681
36 H 3.170 -0.642 1.880  0.516
37 H -1.135 1.520 1.214  0.576
38 H 1.182 5.152 1.894  0.211
39 H -0.097 6.101 1.113  0.264
40 H 0.466 5.621 4.115  0.283
41 H -0.884 6.658 3.492  0.242
42 H 2.368 0.014 -1.485  0.457
43 H -0.052 -1.888 -3.345  0.508
44 H -4.146 -2.408 -1.481  0.347
45 H -3.091 -3.645 -0.773  0.273
46 H -4.979 -4.328 -3.162  0.275
47 H -4.180 -5.300 -1.817  0.219



(4)
# C4H9NO

2 unconnected molecules or ions with the total composition C4H9NO (ωB97M-V with the def2-TZVPD basis set, the OMol25 dataset).

Results
* relative energy (zero: lowest compared OMol25 entry of this formula, charge and spin): 610.6 kJ/mol
* max |F|: 0.045 hartree/bohr
* DFT total energy: -287.59989 hartree
* Kohn-Sham gap (spin up / spin down): 5.71 / 8.90 eV
* LUMO level (spin up / spin down): -0.00809 / 0.02643 Ha

Last column: Mulliken charge in e.
Atoms and positions in Å:
1 C 1.439 0.589 -1.628  -0.976
2 C -0.001 0.619 -1.289  0.395
3 N -1.042 1.069 -1.723  -0.513
4 H -1.062 1.643 -2.574  0.236
5 H -0.607 0.775 1.088  0.233
6 H 2.034 0.930 -0.781  0.222
7 H 1.720 -0.437 -1.865  0.249
8 H 1.644 1.230 -2.495  0.387
9 C -0.288 -0.224 1.468  0.018
10 C -1.148 -0.956 2.324  -0.923
11 O -0.214 -0.893 0.049  -0.414
12 H -0.182 -1.866 0.187  0.271
13 H 0.731 -0.136 1.857  0.199
14 H -0.826 -1.288 3.300  0.317
15 H -2.198 -1.054 2.082  0.299



(5)
# CH9P5

CH9P5 in the gas phase (ωB97M-V with the def2-TZVPD basis set, the OMol25 dataset).

Results
* relative energy (zero: lowest compared OMol25 entry of this formula, charge and spin): 0.0 kJ/mol
* SMILES string: PC(P)P(P)#[PH2]
* max |F|: 0.049 hartree/bohr
* DFT total energy: -1750.15907 hartree
* Kohn-Sham gap: 9.02 eV
* LUMO level: 0.01926 Ha

Last column: Mulliken charge in e.
Atoms and positions in Å:
1 P -1.550 -1.532 -0.391  0.002
2 C -0.589 0.225 -0.199  -0.777
3 P -1.737 1.687 0.239  0.019
4 P 0.916 0.055 0.868  0.122
5 P 2.115 1.538 -0.284  -0.142
6 P 1.810 -1.733 -0.024  -0.192
7 H -2.259 -1.561 0.937  0.053
8 H -2.695 -1.093 -1.035  0.049
9 H -0.223 0.426 -1.174  0.487
10 H -2.789 1.182 -0.512  0.028
11 H -2.338 1.040 1.411  0.041
12 H 1.076 2.433 0.040  0.057
13 H 2.804 1.828 0.847  0.083
14 H 3.188 -1.057 0.115  0.076
15 H 1.903 -2.331 1.301  0.095



(6)
# C3H6N2S2

C3H6N2S2 in the gas phase (ωB97M-V with the def2-TZVPD basis set, the OMol25 dataset).

Results
* relative energy (zero: lowest compared OMol25 entry of this formula, charge and spin): 127.3 kJ/mol
* SMILES string: C/C(=N\S)NC=S
* max |F|: 0.080 hartree/bohr
* DFT total energy: -1023.75445 hartree
* Kohn-Sham gap: 8.33 eV
* LUMO level: -0.00046 Ha

Last column: Mulliken charge in e.
Atoms and positions in Å:
1 C -0.021 -1.338 -0.416  -1.224
2 C 0.287 -0.020 0.262  0.696
3 N 1.008 0.169 1.375  -0.543
4 S 1.475 -1.237 2.244  -0.166
5 N -0.291 1.213 -0.160  -0.135
6 C -1.026 1.541 -1.289  -0.039
7 S -1.231 0.658 -2.636  -0.335
8 H 0.622 -2.098 0.007  0.423
9 H 0.164 -1.215 -1.488  0.306
10 H -1.072 -1.675 -0.321  0.280
11 H 1.943 -0.405 3.152  0.168
12 H -0.206 1.943 0.569  0.299
13 H -1.652 2.462 -1.298  0.270



Q: Which of these has the lowest DFT total energy?
A: C25H69Cl2N3O11